14 unconnected molecules or ions with the total composition C48H134N10O14 at a distorted geometry, computed with ωB97M-V/def2-TZVPD.

Last column: Mulliken charge in e.
Atoms and positions in Å:
C: -16.8637 9.2434 23.6167  -0.8485
C: -18.1049 8.4166 23.5658  -0.1990
O: -17.6789 7.0585 23.6389  0.5036
H: -16.2907 9.2717 22.6899  0.0046
H: -16.2311 8.9141 24.4410  0.1266
H: -17.1228 10.2523 23.9380  0.4997
H: -18.6889 8.6628 22.6791  0.3876
H: -18.6493 8.6532 24.4800  0.2798
H: -17.1391 7.0285 24.4322  -0.4518
C: -22.1619 7.4070 24.2235  -1.2931
C: -22.2960 5.9540 24.6926  0.3187
O: -23.2587 5.8544 25.7206  -0.5728
H: -21.5342 7.5857 23.3505  0.2132
H: -21.7126 7.8629 25.1058  0.3177
H: -23.0989 7.9366 24.0512  0.4208
H: -21.3425 5.5240 24.9990  -0.1161
H: -22.6649 5.4868 23.7795  0.3915
H: -24.1439 6.0604 25.4116  0.3570
C: -21.5230 5.3648 20.5686  -1.5228
C: -21.3565 4.1281 21.4425  0.4146
O: -20.3406 3.3337 20.9225  1.1814
H: -21.5265 5.1197 19.5065  0.2760
H: -20.7793 6.1387 20.7587  0.1141
H: -22.4981 5.8285 20.7178  0.4955
H: -22.2613 3.5219 21.4866  0.4110
H: -21.1383 4.4548 22.4592  -0.3252
H: -19.5016 3.5333 21.3443  -0.8361
C: -18.9954 5.8060 27.3317  0.2970
C: -18.0998 6.4364 28.3724  -0.8874
O: -16.9085 5.7265 28.6494  -0.4487
H: -19.0162 4.7283 27.4938  -0.0664
H: -18.5568 5.9846 26.3499  -0.4098
H: -19.9952 6.2402 27.3328  0.4119
H: -18.6695 6.4597 29.3014  0.4863
H: -17.9602 7.5029 28.1959  0.3263
H: -16.2954 6.3878 28.9787  0.2393
C: -16.0631 7.4724 20.4166  -1.2257
C: -15.5690 7.2537 18.9522  0.6631
C: -16.4768 6.3800 18.0556  -1.0523
O: -16.7090 5.1181 18.6861  -0.3514
C: -17.9731 5.0740 19.2871  0.4262
N: -15.3697 8.6151 18.3978  -0.7256
H: -15.4700 8.1304 21.0518  0.2623
H: -16.2797 6.5625 20.9763  0.1620
H: -17.0833 7.8411 20.5235  0.4612
H: -14.5906 6.7920 19.0847  0.1522
H: -15.9253 6.0991 17.1584  0.3420
H: -17.3449 6.9351 17.7000  0.3768
H: -18.1492 4.0410 19.5874  -0.9705
H: -18.7631 5.3808 18.6015  0.6342
H: -17.9816 5.7481 20.1436  -0.1071
H: -16.2613 9.0890 18.4220  0.2892
H: -15.1313 8.4824 17.4254  0.2693
C: -13.4808 3.7375 21.4222  -1.5700
C: -14.4892 2.6404 20.9845  0.3096
C: -14.7299 1.5573 22.0443  0.2357
O: -13.6059 0.8005 22.3091  -0.5220
C: -13.8076 -0.2899 23.1924  -0.6281
N: -15.7217 3.2746 20.6268  -0.1235
H: -12.6338 3.3066 21.9562  0.3727
H: -13.9917 4.4133 22.1080  0.1426
H: -13.0526 4.3061 20.5967  0.4448
H: -14.1397 2.0447 20.1413  0.4259
H: -15.5122 0.8433 21.7867  0.2210
H: -15.0810 2.0361 22.9584  -0.2803
H: -14.6372 -0.9264 22.8847  0.3048
H: -14.1285 0.0419 24.1798  0.2133
H: -12.9481 -0.9402 23.3556  0.3316
H: -16.4674 2.6852 20.2850  -0.3841
H: -15.5917 3.8818 19.8302  0.2190
C: -18.3936 1.2678 18.1286  -1.0382
C: -19.8841 1.4362 17.8065  0.0465
C: -20.6942 0.5790 18.7499  -0.2811
O: -20.6191 -0.8245 18.4379  -0.4690
C: -21.1901 -1.5374 19.5195  -0.3605
N: -20.2298 2.8053 18.0299  -0.4599
H: -18.0237 0.2556 18.2918  0.4678
H: -18.2010 1.6727 19.1221  -0.1603
H: -17.7903 1.7157 17.3391  0.2916
H: -20.1122 1.1374 16.7833  0.5246
H: -21.7441 0.7972 18.5541  0.3785
H: -20.4941 0.8715 19.7807  0.0760
H: -21.1392 -2.5786 19.2012  0.3799
H: -22.2273 -1.2723 19.7244  0.2162
H: -20.6034 -1.4927 20.4371  0.0491
H: -21.2224 2.8852 17.8610  0.3629
H: -20.2173 3.0274 19.0151  -0.1993
C: -21.0603 -1.4497 27.5198  -1.2673
C: -21.5098 -0.6603 26.2782  1.2197
C: -21.4373 0.9008 26.5239  -0.8066
O: -22.1272 1.6001 25.4260  0.3738
C: -23.5315 1.7861 25.6142  -1.0345
N: -20.7209 -1.0499 25.1859  0.9280
H: -20.7771 -2.4544 27.2060  0.1354
H: -21.8885 -1.3829 28.2253  0.4814
H: -20.1524 -1.0234 27.9465  -0.0398
H: -22.5291 -0.9761 26.0559  0.1508
H: -20.4311 1.3129 26.6001  -0.3205
H: -21.9142 1.1687 27.4667  0.5753
H: -23.9767 2.5224 24.9451  0.2226
H: -23.6718 2.1680 26.6255  0.3500
H: -24.0001 0.8065 25.5208  0.3202
H: -19.9394 -0.4104 25.2052  -0.7019
H: -21.3127 -0.7680 24.4176  -0.5181
C: -18.6535 -5.9231 23.4420  -1.1099
C: -19.5095 -5.6535 24.6810  0.0972
C: -19.3276 -4.2251 25.2298  0.2696
O: -17.9925 -4.1919 25.7950  -0.4283
C: -17.7242 -3.0318 26.6006  -0.3800
N: -20.8304 -6.0502 24.3152  -0.6488
H: -19.0459 -6.7645 22.8710  0.4631
H: -17.6638 -6.2243 23.7853  -0.0150
H: -18.6630 -5.1028 22.7242  0.2831
H: -19.2948 -6.2818 25.5454  0.4699
H: -20.0655 -4.0440 26.0114  0.0800
H: -19.5265 -3.5208 24.4220  -0.0884
H: -18.3652 -3.0133 27.4820  0.3874
H: -17.9069 -2.1700 25.9587  -0.1189
H: -16.6881 -3.0211 26.9388  0.3669
H: -21.3081 -5.1859 24.1031  0.0421
H: -21.4268 -6.4309 25.0360  0.3124
C: -15.1924 2.6513 28.6284  -1.5300
C: -16.6467 2.3753 28.8300  1.6345
C: -16.9165 0.8516 28.8643  -0.5340
O: -16.3155 0.1726 27.7433  -0.5149
C: -16.9404 0.4685 26.4930  -0.1100
N: -17.3757 3.0961 29.8727  -0.7688
H: -15.0352 3.7250 28.5261  0.3034
H: -14.8558 2.2214 27.6850  0.2786
H: -14.5966 2.2711 29.4582  0.3898
H: -17.1313 2.8620 27.9835  -0.6247
H: -17.9882 0.6631 28.8010  -0.0063
H: -16.4870 0.4019 29.7595  0.4295
H: -16.5026 -0.2119 25.7626  0.0349
H: -16.6186 1.4490 26.1421  -0.0498
H: -18.0087 0.2613 26.4300  0.2556
H: -18.3285 3.2415 29.5708  0.3199
H: -17.0130 4.0363 29.9395  0.3772
C: -14.4969 -3.9398 24.1339  -1.1333
C: -14.0287 -5.0265 23.1481  0.5681
C: -15.2041 -6.1077 23.0213  -0.9000
O: -14.7843 -7.3135 22.4010  -0.4255
C: -15.8137 -8.1421 21.8862  -0.6898
N: -13.8761 -4.4423 21.8401  -0.6639
H: -14.6825 -4.3763 25.1153  0.4211
H: -15.3519 -3.3015 23.9110  -0.0410
H: -13.6505 -3.2900 24.3564  0.4461
H: -13.0812 -5.4762 23.4450  0.3268
H: -15.9952 -5.5851 22.4836  0.3943
H: -15.5257 -6.2624 24.0513  0.4128
H: -16.5430 -8.3035 22.6800  0.2864
H: -15.3569 -9.0633 21.5244  0.2592
H: -16.3769 -7.6194 21.1131  0.2882
H: -13.0127 -3.9197 21.7997  0.2282
H: -13.7965 -5.0946 21.0730  0.2141
C: -18.8204 3.0852 24.5049  0.8425
C: -17.9552 2.7399 23.2873  3.0592
C: -18.3071 1.4311 22.5862  -0.1413
O: -17.9315 0.2986 23.3990  0.3161
C: -18.1562 -0.9514 22.8301  0.1428
N: -18.0415 3.8101 22.3154  1.0072
H: -18.3638 3.9748 24.9388  -0.6218
H: -18.9100 2.2500 25.1995  -0.9200
H: -19.7872 3.2948 24.0473  0.0184
H: -16.9246 2.6279 23.6239  -0.9357
H: -17.7703 1.3471 21.6413  0.2997
H: -19.3810 1.3830 22.4063  -1.1254
H: -17.7910 -1.7506 23.4750  -0.2007
H: -17.6625 -1.0298 21.8615  0.3552
H: -19.2209 -1.0999 22.6502  -0.6466
H: -17.2449 3.7361 21.6988  -0.1827
H: -17.8266 4.6823 22.7770  -0.6222
C: -24.1555 -4.4797 23.2013  -1.7275
C: -22.9920 -3.4427 23.1543  0.4751
C: -23.3555 -2.1304 22.4829  -1.0060
O: -22.2749 -1.1813 22.7286  0.2310
C: -22.5434 0.1742 22.4340  -0.9751
N: -22.7504 -3.2254 24.5927  -0.4335
H: -24.9602 -4.1148 23.8397  0.3725
H: -23.8420 -5.4189 23.6569  0.3375
H: -24.5727 -4.8326 22.2581  0.4128
H: -22.0988 -3.8629 22.6919  0.4977
H: -24.3154 -1.7400 22.8211  0.4126
H: -23.5488 -2.2903 21.4222  0.3117
H: -23.1899 0.6643 23.1620  0.4699
H: -22.8891 0.3100 21.4092  0.4620
H: -21.5927 0.6966 22.5402  -0.2698
H: -21.9692 -2.5921 24.6860  0.0082
H: -23.5018 -2.6997 25.0160  0.4155
C: -15.3746 4.9150 24.8296  -0.5208
C: -14.6936 6.1255 25.3790  0.7734
C: -13.8935 6.9203 24.2974  -0.6000
O: -13.5246 8.2047 24.8030  -0.4210
C: -13.0121 9.0601 23.7707  -0.8289
N: -15.8493 6.8417 25.8487  -0.7242
H: -14.6774 4.1819 24.4238  0.5443
H: -16.0760 5.0941 24.0147  -0.3489
H: -16.0111 4.4154 25.5599  -0.2379
H: -14.0202 5.9428 26.2164  0.5652
H: -14.5787 7.0815 23.4652  -0.2030
H: -13.0260 6.3855 23.9109  0.6716
H: -12.0694 8.6359 23.4251  0.3842
H: -12.7228 9.9881 24.2639  0.2963
H: -13.5649 9.2287 22.8465  0.2557
H: -16.0791 6.5004 26.7711  -0.1562
H: -15.5681 7.7950 26.0283  0.3425

- HOMO energy: -8.73 eV
- Electronic energy: -3509.81591 Ha
- Energy relative to the best compared isomer or geometry (same formula, charge and spin): 2.946 eV
- Net charge: 0